Entry 1:
Computed, not measured: a structure of composition C4H3CuFO6 at a distorted geometry, with ωB97M-V/def2-TZVPD.

net charge	-2
<S²>	0.752
DFT total energy	-2346.00365	Eh
multiplicity	2

The geometry in XYZ format:
```
15
Properties=species:S:1:pos:R:3:forces:R:3:lowdin_charge:R:1
O -2.886 1.119 0.879 -0.484 0.792 0.047 -0.12
C -2.645 0.550 -0.203 1.025 -1.556 1.003 -0.77
O -3.263 -0.253 -0.892 -0.809 0.231 -0.312 -0.01
O -1.279 0.726 -0.544 0.788 0.365 -0.247 -0.04
C -0.524 -0.303 -1.070 0.173 -0.612 -0.197 -0.37
O 1.850 -1.050 -0.157 -0.348 -1.328 -2.119 -0.05
C 2.686 -0.718 0.914 0.827 0.471 1.516 -0.81
C 0.796 -0.145 -0.351 -0.104 0.516 1.835 -0.15
O 2.287 0.107 1.768 -0.215 -0.351 -0.697 -0.08
O 3.766 -1.326 0.885 0.192 -0.357 -0.274 -0.07
F -0.425 -0.069 -2.435 0.187 -0.339 -0.682 -0.01
H -0.927 -1.312 -0.920 -0.451 0.252 -0.189 0.16
H 1.262 0.767 -0.767 -0.619 0.313 0.910 0.15
H 0.356 -0.213 0.665 0.352 1.829 -0.170 0.13
Cu -1.055 2.120 2.228 -0.514 -0.225 -0.425 0.03
```
Forces are in eV/Å.

---

Entry 2:
Computed, not measured: a cluster of 3 separate species, C3H12O2S2 in total at a distorted geometry, with ωB97M-V/def2-TZVPD.

net charge	0
SMILES string	CCSSC.O.O
DFT total energy	-1068.32061	Eh

The geometry in XYZ format:
```
19
Properties=species:S:1:pos:R:3:forces:R:3:lowdin_charge:R:1
C -1.588 1.438 -0.256 -1.057 1.243 0.176 -0.18
C -0.369 2.354 -0.158 0.552 0.168 -0.480 -0.58
S 1.180 1.338 -0.230 0.307 1.233 1.539 0.49
S 1.809 1.677 1.797 -0.623 -1.573 -1.260 0.45
C 1.038 0.148 2.519 0.761 0.917 1.327 -0.46
H -2.521 1.819 0.184 0.510 0.357 0.758 0.07
H -1.985 1.454 -1.276 0.761 -1.051 -0.253 0.07
H -1.372 0.489 0.224 -0.202 -0.291 -0.581 0.05
H -0.223 2.976 0.724 -0.457 -0.402 0.238 0.03
H -0.300 3.083 -0.972 -0.199 -0.306 -0.138 0.06
H 0.044 0.349 2.915 -0.277 -0.117 -0.723 0.03
H 1.593 -0.079 3.440 0.260 0.036 -0.278 0.02
H 1.149 -0.694 1.854 -0.291 -0.006 -0.255 0.02
H -0.101 -1.649 -2.547 -0.195 -0.408 0.084 0.04
H -0.062 -0.300 -2.008 0.077 0.681 0.409 -0.01
O -0.333 -1.175 -1.738 0.086 -0.560 -0.642 -0.07
H 0.666 -5.165 -1.204 -0.404 -0.003 0.516 0.03
H 0.479 -3.632 -1.503 -0.685 0.704 0.836 -0.01
O 0.895 -4.433 -1.765 1.076 -0.622 -1.276 -0.03
```
Forces are in eV/Å.

---

Entry 3:
Computed, not measured: a structure of composition C37H60AgAs3F11NO6PS2 at a distorted geometry, with ωB97M-V/def2-TZVPD.

net charge	-1
DFT total energy	-11042.68455	Eh

The geometry in XYZ format:
```
122
Properties=species:S:1:pos:R:3:forces:R:3:lowdin_charge:R:1
Ag 1.664 -0.838 -0.218 -1.487 -0.461 -0.883 0.63
C -0.768 0.511 5.115 -0.007 0.024 -0.040 -0.32
As -0.271 0.051 3.256 -0.082 -0.111 0.150 1.14
C 1.294 1.226 3.239 0.256 -0.068 -0.215 -0.31
C 0.642 -1.659 3.654 -0.056 -0.165 -0.210 -0.36
C -0.215 -2.939 3.466 -0.042 0.207 -0.150 -0.67
C 0.515 -4.077 4.199 -0.045 0.055 0.044 -0.10
C -0.362 -3.388 1.984 0.281 0.258 0.236 -0.33
As -0.389 -2.194 0.401 -0.453 -0.343 0.385 1.14
C -0.603 -3.678 -0.847 0.171 0.112 -0.117 -0.30
C -2.239 -1.536 0.378 0.274 0.354 -0.017 -0.30
C -1.599 -2.716 4.109 0.243 -0.070 -0.060 -0.41
As -2.816 -4.270 4.183 -0.076 -0.007 0.014 1.12
C -3.989 -3.811 2.673 0.005 0.055 -0.045 -0.35
C -3.988 -3.482 5.551 -0.031 0.073 0.015 -0.36
H 0.101 0.394 5.766 -0.038 -0.011 0.015 0.02
H -1.586 -0.107 5.485 0.030 -0.004 -0.041 0.00
H -1.087 1.554 5.140 -0.002 0.000 -0.009 0.01
H 2.108 0.796 3.826 -0.039 0.048 0.008 0.03
H 1.031 2.205 3.642 -0.087 -0.032 0.028 0.02
H 1.639 1.364 2.213 0.004 -0.025 0.014 0.00
H 0.995 -1.611 4.689 -0.008 -0.009 -0.008 0.08
H 1.526 -1.707 3.014 0.006 0.005 0.001 0.05
H 1.554 -4.139 3.863 -0.080 0.012 0.011 0.09
H 0.032 -5.038 4.013 0.014 -0.033 0.006 0.06
H 0.514 -3.900 5.280 0.020 -0.009 -0.050 0.08
H -1.234 -4.036 1.895 -0.021 -0.138 -0.052 0.04
H 0.511 -4.000 1.739 -0.005 -0.073 -0.002 0.07
H -1.503 -4.246 -0.621 -0.089 -0.027 0.101 0.02
H 0.272 -4.322 -0.774 0.017 0.014 -0.022 0.03
H -0.634 -3.277 -1.857 0.015 0.031 0.002 0.00
H -2.900 -2.275 -0.070 -0.012 -0.052 0.029 0.02
H -2.235 -0.612 -0.205 -0.020 -0.090 0.090 -0.02
H -2.562 -1.293 1.385 -0.004 0.002 0.101 -0.01
H -2.128 -1.904 3.605 -0.058 0.032 -0.008 0.03
H -1.449 -2.406 5.147 -0.022 -0.030 0.030 0.06
H -3.551 -4.131 1.728 -0.002 0.011 0.027 0.00
H -4.164 -2.733 2.634 -0.007 -0.053 0.004 0.02
H -4.944 -4.323 2.798 0.013 -0.018 0.010 0.01
H -3.495 -3.506 6.523 0.017 -0.007 -0.020 0.01
H -4.914 -4.053 5.621 0.014 -0.011 -0.017 0.01
H -4.226 -2.446 5.298 0.006 -0.046 0.014 0.02
O -0.677 1.424 -0.558 -0.087 0.151 -0.294 -0.36
P -1.459 2.361 -1.429 -0.190 0.102 0.186 0.82
C -0.520 3.541 -2.488 0.205 -0.084 -0.090 -0.34
C 0.637 4.286 -1.791 0.075 -0.170 0.066 -0.19
C 1.849 3.383 -1.550 -0.007 0.018 -0.198 -0.20
C 2.362 2.806 -2.871 -0.221 -0.104 0.187 -0.19
C 1.245 2.019 -3.556 0.019 0.206 0.054 -0.18
C 0.025 2.918 -3.791 0.070 -0.122 0.105 -0.18
C -2.565 1.531 -2.652 0.058 -0.128 0.170 -0.33
C -1.856 0.284 -3.247 -0.167 -0.194 0.062 -0.18
C -2.693 -0.992 -3.150 -0.047 0.079 -0.042 -0.19
C -4.096 -0.825 -3.740 0.037 0.084 0.047 -0.18
C -4.736 0.522 -3.329 0.081 -0.108 0.054 -0.18
C -3.981 1.176 -2.169 -0.022 -0.084 -0.229 -0.21
C -2.638 3.436 -0.499 0.017 0.080 0.150 -0.35
C -2.089 4.763 0.050 0.114 -0.110 0.042 -0.20
C -1.163 4.562 1.253 -0.193 -0.058 0.038 -0.20
C -1.920 3.852 2.376 0.089 -0.133 -0.157 -0.20
C -2.418 2.500 1.866 -0.115 0.286 -0.013 -0.24
C -3.327 2.662 0.647 0.201 -0.078 -0.029 -0.18
H -1.292 4.272 -2.761 -0.032 -0.005 -0.009 0.12
H 0.321 4.741 -0.853 0.039 -0.008 -0.072 0.07
H 0.939 5.102 -2.458 -0.046 0.035 0.025 0.12
H 1.565 2.559 -0.892 0.037 0.042 0.040 0.08
H 2.637 3.951 -1.048 -0.023 -0.019 0.018 0.11
H 3.214 2.155 -2.682 0.086 -0.023 -0.013 0.11
H 2.696 3.621 -3.526 0.029 -0.021 0.007 0.11
H 0.967 1.173 -2.917 0.038 -0.027 -0.092 0.10
H 1.584 1.613 -4.511 -0.026 -0.049 0.048 0.11
H -0.749 2.364 -4.323 0.021 0.089 -0.019 0.08
H 0.327 3.747 -4.442 -0.025 0.011 -0.016 0.12
H -2.700 2.282 -3.440 -0.003 0.008 -0.006 0.11
H -0.920 0.081 -2.735 0.243 0.025 0.009 0.08
H -1.614 0.459 -4.293 0.072 0.027 -0.133 0.11
H -2.761 -1.300 -2.104 -0.025 0.014 -0.178 0.07
H -2.154 -1.783 -3.673 -0.001 -0.055 0.050 0.12
H -4.724 -1.655 -3.407 -0.015 -0.001 -0.046 0.10
H -4.040 -0.888 -4.829 -0.031 -0.015 0.008 0.10
H -5.784 0.381 -3.055 0.002 0.006 -0.036 0.10
H -4.721 1.217 -4.176 -0.032 -0.010 0.028 0.11
H -3.952 0.486 -1.322 -0.001 0.046 -0.037 0.10
H -4.521 2.069 -1.850 0.025 -0.052 0.050 0.10
H -3.389 3.686 -1.255 -0.017 0.032 -0.013 0.11
H -2.949 5.359 0.379 -0.006 0.026 -0.016 0.12
H -1.595 5.335 -0.737 -0.073 0.013 0.034 0.09
H -0.776 5.527 1.590 0.037 -0.015 -0.013 0.11
H -0.311 3.934 0.966 -0.004 0.080 0.041 0.10
H -2.768 4.470 2.696 0.027 0.005 0.040 0.11
H -1.268 3.709 3.242 -0.024 0.029 0.007 0.10
H -2.954 1.961 2.653 0.012 -0.019 -0.005 0.10
H -1.560 1.895 1.578 -0.021 -0.065 0.002 0.03
H -4.227 3.218 0.936 -0.039 -0.012 -0.029 0.12
H -3.644 1.674 0.311 -0.028 0.098 0.067 0.08
F 5.565 -2.160 -5.659 0.135 0.006 -0.075 0.08
C 4.463 -2.091 -4.890 0.028 -0.047 -0.028 -0.17
C 3.305 -1.522 -5.370 -0.092 0.018 0.062 -0.17
F 3.282 -1.032 -6.619 -0.020 0.084 -0.205 0.09
C 2.174 -1.452 -4.584 0.016 0.039 0.201 -0.16
F 1.072 -0.901 -5.127 -0.264 0.153 -0.057 0.07
C 2.126 -1.912 -3.248 -0.274 -0.040 -0.084 -0.34
O 1.087 -1.802 -2.484 0.512 0.248 -0.035 -0.17
C 3.320 -2.557 -2.843 -0.294 0.074 0.177 -0.16
F 3.306 -3.128 -1.624 0.207 0.006 0.164 0.06
C 4.459 -2.621 -3.614 -0.074 -0.008 -0.034 -0.17
F 5.568 -3.211 -3.163 0.158 -0.129 0.198 0.11
F 4.458 2.311 1.618 0.125 -0.075 0.146 0.11
C 5.065 1.113 1.719 -0.296 0.356 -0.279 -0.65
F 6.300 1.260 1.245 -0.031 -0.055 0.100 0.13
F 5.095 0.795 3.001 0.100 -0.121 0.033 0.15
S 4.055 -0.098 0.680 0.923 0.691 0.425 0.55
O 3.226 0.842 -0.070 0.300 -0.484 -0.172 -0.37
O 3.352 -0.927 1.634 0.194 0.117 0.018 -0.35
N 5.034 -0.847 -0.287 -0.128 -0.204 0.302 -0.28
S 6.094 -1.816 0.442 0.197 0.025 0.594 0.61
O 5.984 -3.203 0.137 -0.239 0.088 -0.412 -0.26
O 6.258 -1.448 1.825 0.026 -0.032 -0.053 -0.30
C 7.686 -1.265 -0.379 -0.186 0.046 -0.071 -0.66
F 8.209 -2.264 -1.084 0.040 0.072 -0.027 0.13
F 7.499 -0.221 -1.184 0.152 -0.055 0.019 0.13
F 8.556 -0.918 0.573 0.057 0.005 -0.124 0.13
```
Forces are in eV/Å.

---

Entry 4:
Computed, not measured: a structure of composition C13H23BrNPPt at a distorted geometry, with ωB97M-V/def2-TZVPD.

net charge	0
<S²>	2.018
DFT total energy	-3598.44445	Eh
multiplicity	3

The geometry in XYZ format:
```
40
Properties=species:S:1:pos:R:3:forces:R:3:lowdin_charge:R:1
C -1.539 2.943 0.284 0.016 0.032 0.307 -0.06
C -1.362 2.056 1.342 0.218 0.010 0.165 -0.05
C -0.365 1.070 1.295 -0.484 0.523 0.326 -0.25
C 0.574 1.148 0.263 -0.252 -1.797 -0.300 -0.25
C 0.344 1.947 -0.856 -0.571 1.008 -0.295 -0.33
C -0.701 2.875 -0.829 0.583 -0.304 -0.436 -0.04
C -0.340 -0.008 2.326 -0.585 -0.426 0.465 -0.19
C -1.741 -0.652 2.555 0.396 -0.389 0.067 -0.19
N -2.126 -1.556 1.509 0.489 0.331 -0.392 -0.31
Pt 2.427 0.157 0.341 -0.786 1.666 2.934 0.49
C 1.240 1.764 -2.049 0.490 -0.461 -0.729 -0.29
P 2.053 0.112 -1.804 -0.894 1.930 -1.104 0.59
H -2.012 2.096 2.219 0.047 0.063 -0.371 0.11
H -0.854 3.516 -1.698 -0.065 -0.086 0.256 0.11
H -2.347 3.673 0.319 0.190 -0.178 -0.035 0.11
H 2.040 2.520 -2.097 -0.212 -0.171 0.072 0.10
H 0.706 1.785 -3.007 -0.123 0.153 0.199 0.09
H 0.381 -0.793 2.059 -0.240 0.234 -0.017 0.05
H 0.006 0.393 3.290 0.096 0.094 -0.128 0.10
H -1.697 -1.230 3.494 -0.074 0.395 0.029 0.12
C 3.397 -0.045 -2.966 0.165 -0.109 -0.948 -0.27
C 0.767 -1.064 -2.287 0.103 -0.270 -0.406 -0.23
H -2.517 0.117 2.641 0.199 -0.190 0.201 0.10
C -3.179 -1.244 0.595 -0.137 -0.140 0.051 -0.10
C -1.581 -2.882 1.469 -0.215 0.074 0.055 -0.09
H 4.005 -0.465 0.201 0.898 0.195 0.016 -0.05
H -4.129 -1.728 0.889 -0.043 0.138 -0.181 0.08
H -3.329 -0.157 0.553 -0.003 -0.309 -0.094 0.08
H -2.918 -1.616 -0.410 -0.152 0.212 0.118 0.08
H -2.322 -3.630 1.809 0.219 -0.053 0.004 0.08
H -1.298 -3.147 0.437 0.084 -0.034 0.263 0.08
H -0.695 -2.936 2.117 -0.224 -0.099 -0.260 0.09
H 0.484 -0.893 -3.335 0.039 -0.151 0.199 0.06
H 1.175 -2.075 -2.174 -0.187 0.085 -0.056 0.05
H -0.118 -0.965 -1.648 0.309 0.087 -0.041 0.04
H 3.072 0.283 -3.964 0.272 -0.209 0.056 0.05
H 4.251 0.560 -2.636 -0.283 -0.192 -0.080 0.05
H 3.686 -1.104 -3.004 0.088 0.269 -0.080 0.05
H 3.546 -1.108 0.018 0.187 -2.238 -0.080 -0.04
Br 3.014 0.284 2.738 0.439 0.311 0.248 -0.04
```
Forces are in eV/Å.